Computed, not measured: a cluster of 6 separate species, C56H75N7O6S in total at a distorted geometry, with ωB97M-V/def2-TZVPD.

Results
* relative energy (zero: lowest compared OMol25 entry of this formula, charge and spin): 0.0 kJ/mol
* HOMO-LUMO gap: 0.28031 Eh
* LUMO level: -0.75 eV
* total energy: -92835.36077 eV
* HOMO: -0.3080 hartree

Last column: Mulliken charge in e.
Element x y z (Å)
C1 2.9786 -3.0814 4.7099  -1.423
C2 3.4464 -2.0809 3.6444  0.811
C3 3.9414 -2.7512 2.3528  -1.534
C4 3.6263 -2.0288 1.0565  0.193
O1 2.4405 -2.4771 0.3893  -0.537
C5 1.1857 -2.1517 0.9404  2.222
C6 0.7416 -2.9254 2.2498  -0.496
O2 0.0409 -2.2629 3.0192  -0.582
O3 1.0895 -4.1138 2.2428  -0.753
C7 0.2892 -2.7555 -0.0951  -1.320
N1 -0.1398 -1.8998 -0.9442  0.422
C8 -1.0172 -2.2060 -2.0679  -1.110
C9 -2.4462 -2.4766 -1.5606  0.187
O4 -2.5542 -3.4328 -0.8512  -0.534
N2 -3.5357 -1.6832 -1.9256  0.204
C10 -3.9271 -0.6963 -0.9002  -0.993
C11 -3.4596 -1.1336 -3.2818  -1.007
C12 0.4325 -0.5270 -0.6585  1.234
S1 -0.7223 0.7844 -0.9909  0.305
C13 1.6833 -0.4443 -1.5821  -3.580
O5 2.7181 0.2666 -0.9604  1.078
C14 3.7435 0.7054 -1.7690  1.018
C15 4.0117 0.0990 -2.9994  -0.477
C16 5.0769 0.5258 -3.8107  0.618
C17 5.2944 -0.0959 -5.1591  -1.719
C18 5.8905 1.5493 -3.3510  -1.196
C19 5.6383 2.1135 -2.0949  -0.591
C20 4.5707 1.7294 -1.2815  -0.892
C21 4.4098 2.3994 0.0650  0.416
C22 2.9810 2.8875 0.3697  -1.350
C23 5.0002 1.4925 1.1713  -1.812
C24 0.6914 -0.6876 0.8413  -1.856
C25 1.2859 0.4891 1.6118  2.320
C26 0.5683 0.8133 2.9365  -1.690
C27 0.2731 2.2916 3.1295  -0.876
C28 -0.7382 2.8681 2.1472  0.716
C29 -0.8312 4.3967 2.1602  -1.128
O6 -0.3402 5.0034 0.9767  -0.533
C30 1.0610 4.8719 0.7982  1.195
C31 1.8916 5.5865 1.8404  -1.462
H1 1.8968 -3.1657 4.7251  0.264
H2 3.3748 -4.0765 4.5238  0.340
H3 3.3011 -2.7824 5.7041  0.375
H4 4.2605 -1.5028 4.0766  0.666
H5 2.6181 -1.4077 3.4344  -0.730
H6 5.0225 -2.8676 2.4163  0.606
H7 3.5234 -3.7522 2.2909  0.501
H8 4.4166 -2.2349 0.3375  0.583
H9 3.6152 -0.9493 1.1772  -0.703
H10 0.0688 -3.8121 -0.1345  0.734
H11 -0.6685 -3.1359 -2.5053  0.455
H12 -0.9224 -1.4186 -2.8034  0.599
H13 -3.3925 -0.8710 0.0279  0.365
H14 -3.6712 0.3108 -1.2219  0.331
H15 -4.9963 -0.7513 -0.7248  0.339
H16 -3.5187 -1.9576 -3.9860  0.311
H17 -2.5609 -0.5424 -3.4662  0.280
H18 -4.3104 -0.4774 -3.4209  0.446
H19 -0.2987 1.2094 -2.1848  0.225
H20 2.0055 -1.4631 -1.7866  0.630
H21 1.4148 0.0180 -2.5319  1.363
H22 3.4006 -0.7088 -3.3656  0.599
H23 6.2484 0.2004 -5.5802  0.402
H24 4.5286 0.2630 -5.8488  0.330
H25 5.2025 -1.1776 -5.1260  0.387
H26 6.7131 1.9119 -3.9482  0.389
H27 6.2871 2.9005 -1.7353  0.433
H28 5.0300 3.2884 0.0140  1.123
H29 2.6598 2.5866 1.3618  0.201
H30 2.9678 3.9765 0.3654  0.265
H31 2.2559 2.5636 -0.3685  0.133
H32 5.1428 0.4762 0.8166  0.473
H33 4.3814 1.4779 2.0641  0.364
H34 5.9845 1.8497 1.4642  0.325
H35 -0.3167 -0.7990 1.2469  1.538
H36 2.3349 0.3389 1.8329  -0.157
H37 1.2185 1.3681 0.9728  -1.676
H38 -0.3418 0.2305 3.0396  0.536
H39 1.2058 0.4868 3.7544  0.311
H40 1.1978 2.8718 3.1215  0.118
H41 -0.1378 2.3968 4.1352  0.597
H42 -0.4367 2.5903 1.1371  -0.725
H43 -1.7199 2.4429 2.3401  0.712
H44 -1.8730 4.6982 2.2211  0.370
H45 -0.3337 4.8019 3.0435  0.341
H46 1.2709 5.3143 -0.1734  0.526
H47 1.3346 3.8165 0.7236  -0.598
H48 1.5121 6.5918 2.0020  0.381
H49 2.9173 5.6584 1.4855  0.544
H50 1.9241 5.0724 2.7973  0.304
N3 3.3276 2.9113 -6.6136  -0.524
C32 3.4565 3.3072 -5.3502  -0.337
C33 4.0806 4.4866 -4.9719  -0.446
C34 4.6008 5.3020 -5.9630  -0.383
C35 4.4756 4.9035 -7.2851  -0.308
C36 3.8328 3.7051 -7.5559  -0.319
H51 3.0436 2.6393 -4.6005  0.725
H52 4.1553 4.7517 -3.9261  0.435
H53 5.0964 6.2306 -5.7109  0.383
H54 4.8676 5.5068 -8.0922  0.379
H55 3.7148 3.3617 -8.5777  0.376
N4 -2.2964 3.8814 -3.1369  -0.447
C37 -1.9630 4.3603 -1.9390  -0.073
C38 -1.4131 5.6158 -1.7331  -0.474
C39 -1.1979 6.4229 -2.8389  -0.450
C40 -1.5348 5.9400 -4.0940  -0.372
C41 -2.0787 4.6679 -4.1892  -0.338
H56 -2.1470 3.6993 -1.0978  0.393
H57 -1.1712 5.9396 -0.7307  0.618
H58 -0.7732 7.4120 -2.7248  0.417
H59 -1.3812 6.5346 -4.9840  0.388
H60 -2.3562 4.2580 -5.1540  0.366
N5 -1.1223 -5.2984 5.9835  -0.527
C42 -2.2002 -5.6399 6.6865  -0.387
C43 -3.4960 -5.3179 6.3149  -0.161
C44 -3.6814 -4.5964 5.1441  -0.471
C45 -2.5708 -4.2346 4.4028  -0.388
C46 -1.3125 -4.6074 4.8587  -0.373
H61 -2.0140 -6.2011 7.5965  0.374
H62 -4.3330 -5.6252 6.9286  0.273
H63 -4.6760 -4.3238 4.8118  0.535
H64 -2.6612 -3.6706 3.4847  0.472
H65 -0.4279 -4.3388 4.2952  0.679
N6 -8.5031 -1.9681 8.1975  -0.563
C47 -8.2163 -3.2563 8.0297  -0.367
C48 -7.0273 -3.7129 7.4800  -0.153
C49 -6.0834 -2.7813 7.0787  0.191
C50 -6.3694 -1.4358 7.2467  -0.623
C51 -7.5873 -1.0840 7.8096  -0.177
H66 -8.9787 -3.9567 8.3530  0.336
H67 -6.8494 -4.7744 7.3704  0.322
H68 -5.1442 -3.0967 6.6467  0.287
H69 -5.6634 -0.6728 6.9487  0.361
H70 -7.8445 -0.0409 7.9590  0.346
N7 -6.6751 -4.2789 -5.9548  -0.561
C52 -6.0415 -4.1951 -4.7878  -0.278
C53 -4.8689 -4.8772 -4.4980  -0.354
C54 -4.3254 -5.6966 -5.4747  -0.346
C55 -4.9751 -5.7964 -6.6943  -0.299
C56 -6.1413 -5.0688 -6.8829  -0.207
H71 -6.4994 -3.5471 -4.0480  0.415
H72 -4.3982 -4.7694 -3.5291  0.532
H73 -3.4134 -6.2490 -5.2878  0.389
H74 -4.5899 -6.4249 -7.4854  0.353
H75 -6.6761 -5.1206 -7.8248  0.348

=====

Computed, not measured: a cluster of 2 separate species, C3H10OS in total at a distorted geometry, with ωB97M-V/def2-TZVPD.

Results
* relative energy (zero: lowest compared OMol25 entry of this formula, charge and spin): 92.1 kJ/mol
* HOMO-LUMO gap: 0.33771 Eh
* LUMO level: 0.82 eV
* total energy: -16154.91130 eV
* HOMO: -0.3077 hartree

Last column: Mulliken charge in e.
Element x y z (Å)
C1 -2.6562 1.1622 -0.3169  -0.467
O1 -3.4098 2.3763 -0.3278  -0.516
H1 -3.0439 0.4941 0.4631  0.271
H2 -2.5872 0.6704 -1.2788  0.253
H3 -1.6641 1.5142 -0.0495  0.168
H4 -4.3201 2.2451 -0.6031  0.286
C2 2.2964 -1.0350 1.6277  -0.776
S1 2.9323 -0.5006 0.0375  -0.091
C3 1.6373 -0.8112 -1.2052  -0.621
H5 1.2708 -1.4038 1.6842  0.281
H6 2.4630 -0.1985 2.3079  0.260
H7 2.9154 -1.8375 1.9962  0.281
H8 0.6569 -0.6755 -0.7681  0.106
H9 1.7467 -0.1521 -2.0686  0.292
H10 1.7623 -1.8481 -1.4983  0.273

=====

Computed, not measured: the molecule C18H22F3NOS, with ωB97M-V/def2-TZVPD.

Results
* HOMO-LUMO gap: 0.30937 Eh
* LUMO level: -0.16 eV
* total energy: -41549.53360 eV
* HOMO: -0.3151 hartree

Last column: Mulliken charge in e.
Element x y z (Å)
O1 -1.3080 1.9089 0.7807  -0.623
C1 -0.4236 1.3768 0.1490  0.055
C2 1.0066 1.7122 0.4173  0.667
C3 1.3050 2.2974 1.6477  -0.720
C4 2.6034 2.6307 1.9787  -0.734
C5 3.6190 2.3863 1.0639  0.329
C6 3.3360 1.8253 -0.1754  -1.336
C7 2.0353 1.4833 -0.4938  -0.062
H1 1.8315 1.0549 -1.4618  0.383
H2 4.1351 1.6523 -0.8802  0.397
C8 5.0383 2.7623 1.3862  0.938
F1 5.2682 2.8699 2.7016  -0.271
F2 5.9255 1.8710 0.9141  -0.264
F3 5.3789 3.9486 0.8446  -0.252
H3 2.8314 3.0737 2.9358  0.431
H4 0.4960 2.4820 2.3380  0.461
C9 -0.7156 0.3612 -0.9341  0.967
C10 -1.9175 -0.5057 -0.5342  -1.846
N1 -2.1755 -1.4702 -1.5827  0.475
C11 -2.5939 -0.7928 -2.7935  -0.775
C12 -1.4493 0.0822 -3.2996  -0.753
C13 -1.0571 1.1013 -2.2365  -0.846
H5 -0.2092 1.7005 -2.5744  0.324
H6 -1.8926 1.7786 -2.0454  0.379
H7 -1.7539 0.5924 -4.2145  0.445
H8 -0.5940 -0.5561 -3.5273  0.353
H9 -2.8418 -1.5423 -3.5488  0.475
H10 -3.4847 -0.1602 -2.6302  0.301
C14 -2.9923 -2.6130 -1.2064  -0.347
C15 -4.3324 -2.2607 -0.5378  -0.601
C16 -5.2119 -3.4897 -0.3799  -0.807
H11 -6.1728 -3.2337 0.0644  0.397
H12 -5.3813 -3.9832 -1.3390  0.376
S1 -4.4584 -4.7035 0.7464  -0.157
C17 -2.8925 -4.9052 -0.1585  -0.842
C18 -2.1835 -3.5715 -0.3225  -0.786
H13 -2.0265 -3.1371 0.6659  0.299
H14 -1.2074 -3.7313 -0.7855  0.440
H15 -2.2973 -5.5990 0.4333  0.401
H16 -3.1184 -5.3603 -1.1245  0.393
H17 -4.1523 -1.8203 0.4445  0.290
H18 -4.8621 -1.5273 -1.1517  0.418
H19 -3.2111 -3.1425 -2.1439  0.462
H20 -1.6816 -1.0311 0.3918  0.566
H21 -2.7777 0.1572 -0.3472  0.235
H22 0.1414 -0.2950 -1.0985  0.366

=====

Computed, not measured: a structure of composition C2H17O14S at a distorted geometry, with ωB97M-V/def2-TZVPD.

Results
* charge: -3
* HOMO-LUMO gap: 0.17979 Eh
* LUMO level: 7.39 eV
* total energy: -41834.10736 eV
* HOMO: 0.0917 hartree

Last column: Mulliken charge in e.
Element x y z (Å)
S1 2.5318 0.5419 -1.5233  1.470
O1 3.2361 -0.0297 -0.4225  -0.833
O2 1.1208 0.6095 -1.1983  -0.414
O3 3.0978 1.8587 -1.8422  -0.882
O4 2.6618 -0.2591 -2.7329  -0.906
O5 0.9431 0.0896 0.8328  -0.869
C1 -0.0524 -0.7548 0.6101  0.474
O6 -0.4263 -0.8468 -0.5725  -0.753
O7 -0.5286 -1.4840 1.4908  -0.863
H1 1.1762 0.3022 -0.0739  0.355
C2 -1.9951 1.4948 -2.0037  -1.026
O8 -0.7662 0.8370 -1.7655  -0.263
H2 -2.2667 2.1755 -1.1968  0.280
H3 -2.1073 2.0691 -2.9233  0.268
H4 -2.8962 0.9058 -2.1751  0.259
H5 -0.3340 1.3521 -1.0804  0.356
O9 1.5861 2.0709 1.4266  -0.675
H6 1.0760 2.4999 2.1137  0.191
H7 1.3561 1.1446 1.4999  0.507
O10 0.6174 2.4736 -0.7147  -0.945
H8 0.9986 2.5464 0.1603  0.431
H9 0.9917 1.6689 -1.0734  0.599
O11 2.9853 -0.1681 1.5796  -0.627
H10 2.0842 -0.1688 1.2567  0.735
H11 2.9420 0.3049 2.4106  0.162
O12 -1.4488 -3.4372 0.2808  -0.716
H12 -1.4794 -2.4845 0.1941  0.190
H13 -2.0242 -3.7599 -0.4128  0.169
O13 -2.4545 -1.3516 -0.3361  -0.843
H14 -1.5252 -1.1403 -0.4256  0.828
H15 -2.6412 -1.2236 0.5940  0.260
O14 -1.8250 -2.8133 2.6061  -0.432
H16 -2.5825 -3.0863 3.1237  0.191
H17 -2.0513 -1.9374 2.2932  0.322

=====

Computed, not measured: a cluster of 2 separate species, C3H8O4 in total at a distorted geometry, with ωB97M-V/def2-TZVPD.

Results
* relative energy (zero: lowest compared OMol25 entry of this formula, charge and spin): 523.3 kJ/mol
* HOMO-LUMO gap: 0.37248 Eh
* LUMO level: -0.05 eV
* total energy: -11425.84534 eV
* HOMO: -0.3745 hartree

Last column: Mulliken charge in e.
Element x y z (Å)
C1 2.0983 -0.6262 -0.3242  0.403
O1 2.0705 -0.1241 0.8716  -0.150
O2 2.2922 1.2938 0.4341  -0.630
O3 2.9754 -0.2612 -1.1699  -0.451
H1 3.2471 0.7727 -0.6663  0.497
H2 1.3480 -1.3754 -0.5690  0.317
C2 -1.3368 0.4091 0.4789  -0.123
C3 -2.2805 -0.6729 -0.0127  -1.085
O4 -0.3901 0.6944 -0.5453  -0.546
H3 0.2594 1.3331 -0.2052  0.305
H4 -1.9052 1.3140 0.7318  0.306
H5 -0.8257 0.0786 1.3932  0.260
H6 -3.0341 -0.8982 0.7427  0.351
H7 -1.7311 -1.5875 -0.2374  0.265
H8 -2.7874 -0.3502 -0.9222  0.279